Record 1
Molecular formula: C22H23AsClNO5SSr
Method: DFT, wB97M-V/def2-TZVPD

```
55
Properties=species:S:1:pos:R:3:mulliken_charge:R:1
Sr -1.603 -0.582 0.412 1.67
O -0.111 -3.772 2.816 -0.69
C -0.328 -3.022 1.884 0.29
O -1.454 -2.567 1.460 -0.94
C 0.903 -2.569 1.066 0.45
C 2.110 -3.300 1.235 -0.73
C 3.206 -2.933 0.525 -0.86
C 3.137 -1.818 -0.348 1.35
C 4.242 -1.363 -1.114 -0.80
C 4.119 -0.279 -1.930 -0.52
C 2.881 0.408 -2.018 -0.67
C 1.809 -0.012 -1.289 -0.29
C 1.917 -1.142 -0.440 -0.50
N 0.800 -1.539 0.258 0.31
H 2.107 -4.120 1.938 0.59
H 4.140 -3.474 0.624 0.42
H 5.185 -1.890 -1.037 0.41
H 4.965 0.062 -2.512 0.40
H 2.790 1.273 -2.662 0.44
H 0.875 0.534 -1.362 0.33
C -1.775 -4.870 -0.770 -0.92
As -1.639 -3.715 -2.293 0.65
C -2.365 -4.720 -3.743 -1.14
C 0.217 -3.506 -2.703 -0.77
S -2.651 -1.860 -2.130 -0.57
H -0.840 -5.419 -0.671 0.37
H -2.595 -5.559 -0.960 0.44
H -1.972 -4.278 0.122 0.14
H -1.796 -5.640 -3.871 0.40
H -2.314 -4.108 -4.640 0.35
H -3.404 -4.947 -3.512 0.37
H 0.803 -4.253 -2.171 0.35
H 0.535 -2.508 -2.413 0.04
H 0.339 -3.632 -3.778 0.47
C -2.919 6.060 1.879 -1.28
C -1.555 5.591 1.470 0.73
C -0.774 6.310 0.582 -0.68
C 0.482 5.854 0.208 0.13
Cl 1.432 6.795 -0.927 -0.25
C 0.984 4.678 0.713 -0.90
C 0.219 3.935 1.612 -0.61
C -1.037 4.395 1.981 0.90
O -1.873 3.751 2.851 -0.49
C -1.488 2.471 3.342 -0.71
C -1.496 1.418 2.241 1.26
O -2.527 1.382 1.499 -0.99
O -0.504 0.641 2.116 -0.86
H -3.187 6.965 1.334 0.39
H -2.969 6.273 2.947 0.30
H -3.673 5.297 1.683 0.29
H -1.146 7.239 0.169 0.35
H 1.966 4.335 0.416 0.45
H 0.623 3.012 1.998 0.42
H -2.264 2.199 4.057 0.38
H -0.528 2.521 3.858 0.33
```

Computed properties:
E_HOMO in eV: -8.147
Relative energy (zero: lowest compared OMol25 entry of this formula, charge and spin) in eV: 0.2784
HOMO-LUMO gap in eV: 7.81
Total energy in eV: -119951.781



Record 2
Molecular formula: C22H23BClF22N3O6P
Method: DFT, wB97M-V/def2-TZVPD

```
79
Properties=species:S:1:pos:R:3:mulliken_charge:R:1
C 2.741 1.826 -2.462 -0.66
B 2.981 1.414 -0.855 0.23
O 4.106 2.060 -0.151 -0.56
C 1.932 0.310 -0.144 -0.87
O 0.847 0.130 -1.099 -0.45
C -0.248 -0.723 -0.621 0.78
C -1.556 -0.250 -1.553 -0.59
C -2.995 -0.323 -0.786 0.41
O -3.760 0.806 -0.782 -0.51
F -3.622 -1.497 -0.140 -0.26
C 0.029 -2.323 -0.620 0.40
F 1.173 -2.732 0.280 -0.32
F -1.151 -3.035 0.014 -0.32
C 0.216 -3.087 -2.044 0.20
F -1.138 -3.239 -2.640 -0.24
F 0.560 -4.509 -1.633 -0.30
C 1.412 -2.636 -3.025 0.85
F 2.534 -2.037 -2.210 -0.24
F 2.029 -3.907 -3.571 -0.31
C 1.045 -1.758 -4.354 0.45
F 0.551 -0.371 -4.015 -0.28
F -0.082 -2.340 -5.179 -0.30
C 2.287 -1.684 -5.475 0.61
F 2.077 -2.911 -6.333 -0.28
F 3.633 -1.826 -4.893 -0.27
C 2.279 -0.315 -6.374 0.71
F 2.671 0.909 -5.579 -0.25
F 0.881 -0.142 -6.922 -0.26
C 3.268 -0.328 -7.682 0.43
F 2.395 -0.443 -8.911 -0.26
F 4.204 -1.477 -7.753 -0.25
C 4.164 1.027 -7.900 0.64
F 3.369 2.277 -8.078 -0.21
F 4.886 0.834 -9.213 -0.24
F 5.279 1.182 -6.892 -0.22
N -0.689 -0.366 0.815 0.67
C -0.012 0.886 1.321 -1.45
N -0.659 1.933 1.990 0.76
C -2.173 1.893 2.242 -0.39
C -2.329 1.350 3.817 0.26
C -2.939 -0.201 3.738 -0.83
O -3.304 2.135 4.590 -0.55
C 0.086 3.168 2.521 0.56
F -0.819 4.083 3.315 -0.30
F 1.172 2.799 3.505 -0.28
C 0.631 4.082 1.267 0.66
F 1.251 5.328 1.815 -0.27
F -0.607 4.551 0.540 -0.27
N 1.503 0.954 1.153 0.66
P 2.315 -0.066 2.422 0.47
O 3.719 0.911 2.869 -0.51
Cl 1.036 -0.422 4.078 -0.14
H 3.609 2.511 -2.873 0.34
H 2.658 0.785 -3.024 0.02
H 1.705 2.407 -2.546 0.25
H 4.916 1.453 -0.174 0.35
H 2.599 -0.630 0.067 0.65
H -1.355 0.912 -1.751 0.30
H -1.561 -0.735 -2.617 0.49
H -0.389 -1.112 1.491 0.39
H -2.707 2.919 2.056 0.50
H -2.736 1.096 1.595 -0.13
H -1.270 1.239 4.336 0.27
H -2.512 -0.875 4.614 0.28
H -2.628 -0.757 2.737 0.05
H -4.112 -0.208 3.767 0.36
H -2.761 2.791 5.120 0.38
H 1.350 3.529 0.529 -0.09
H 3.638 1.817 2.405 0.36
C -4.559 -3.107 7.675 -1.21
C -4.102 -1.978 6.790 0.86
O -3.177 -2.126 5.994 -0.58
C -4.821 -0.661 6.918 -0.81
H -3.951 -3.995 7.475 0.32
H -4.437 -2.828 8.725 0.33
H -5.605 -3.344 7.464 0.33
H -4.709 -0.274 7.934 0.38
H -5.878 -0.790 6.673 0.30
H -4.384 0.060 6.219 0.02
```

Computed properties:
Net charge: +1
E_HOMO in eV: -11.690
Relative energy (zero: lowest compared OMol25 entry of this formula, charge and spin) in eV: 19.4896
HOMO-LUMO gap in eV: 6.11
Total energy in eV: -122191.197



Record 3
Molecular formula: C22H23BF3NO4
Method: DFT, wB97M-V/def2-TZVPD

```
54
Properties=species:S:1:pos:R:3:mulliken_charge:R:1
C -0.443 -1.845 4.617 -0.98
B -0.026 -1.724 3.108 0.64
O -0.348 -2.748 2.288 -0.57
N 0.678 -0.552 2.496 -0.02
C 1.915 -0.326 3.042 0.51
O 2.371 0.748 3.178 -0.60
O 2.528 -1.463 3.402 -0.40
C 3.920 -1.491 3.117 -0.45
C 4.263 -2.132 1.793 0.00
O 5.364 -2.135 1.446 -0.42
H 0.361 -1.650 5.313 0.32
H -1.272 -1.167 4.797 0.30
H -0.812 -2.846 4.786 0.29
H 0.198 -2.723 1.491 0.27
H 0.176 0.317 2.677 0.18
H 4.386 -2.093 3.884 0.37
H 4.397 -0.520 3.152 0.33
H 3.485 -2.581 1.152 0.32
F -0.729 1.506 3.814 -0.25
C -0.896 2.770 3.346 0.65
C -0.024 3.250 2.393 -0.34
C -0.202 4.539 1.915 -0.52
C -1.238 5.326 2.402 -0.53
C -2.100 4.823 3.365 -0.40
C -1.933 3.531 3.841 -0.53
H 0.783 2.623 2.036 0.34
H 0.469 4.930 1.163 0.37
H -1.371 6.333 2.029 0.37
H -2.904 5.436 3.748 0.36
H -2.599 3.116 4.587 0.41
F -0.267 -1.198 -0.888 -0.32
C -1.219 -2.044 -1.333 0.10
C -1.106 -2.575 -2.602 -0.45
C -2.084 -3.448 -3.055 -0.51
C -3.161 -3.771 -2.240 -0.41
C -3.258 -3.223 -0.967 -0.53
C -2.279 -2.356 -0.506 -0.08
H -0.263 -2.307 -3.224 0.67
H -2.004 -3.877 -4.045 0.39
H -3.924 -4.450 -2.596 0.38
H -4.097 -3.472 -0.332 0.37
H -2.331 -1.925 0.485 0.39
F 1.028 -1.422 -4.950 -0.30
C 0.829 -0.150 -5.354 0.49
C 1.657 0.383 -6.320 -0.49
C 1.449 1.689 -6.737 -0.42
C 0.427 2.444 -6.179 -0.51
C -0.392 1.892 -5.205 -0.47
C -0.197 0.583 -4.789 -0.21
H 2.453 -0.221 -6.737 0.41
H 2.087 2.118 -7.498 0.35
H 0.271 3.465 -6.503 0.37
H -1.187 2.480 -4.766 0.36
H -0.831 0.132 -4.037 0.42
```

Computed properties:
SMILES: CB(O)NC(=O)OCC=O.Fc1ccccc1.Fc1ccccc1.Fc1ccccc1
E_HOMO in eV: -9.366
HOMO-LUMO gap in eV: 9.96
Total energy in eV: -41697.725



Record 4
Molecular formula: C22H23ClO6
Method: DFT, wB97M-V/def2-TZVPD

```
52
Properties=species:S:1:pos:R:3:mulliken_charge:R:1
C 2.851 3.270 6.258 -1.30
C 1.944 2.156 5.753 -0.17
C 0.520 2.669 5.495 -1.23
C -0.354 1.571 4.974 0.87
C -1.193 0.902 5.798 -0.46
C -2.025 -0.198 5.358 0.05
O -2.784 -0.826 6.050 -0.63
O -1.926 -0.547 4.031 -0.51
C -1.104 0.100 3.183 -0.65
C -1.100 -0.351 1.863 -0.21
C -0.287 0.250 0.917 0.60
O -0.200 -0.097 -0.375 -0.25
C -1.011 -1.144 -0.870 -0.58
C -0.757 -1.317 -2.347 -0.80
C -1.161 -2.489 -2.972 -1.03
C -0.945 -2.656 -4.330 0.57
O -1.292 -3.765 -5.038 -0.41
C -1.939 -4.815 -4.365 -0.92
C -0.317 -1.645 -5.088 0.74
O -0.189 -1.938 -6.414 -0.49
C 0.812 -1.313 -7.186 -0.76
C 0.069 -0.460 -4.448 1.11
O 0.644 0.524 -5.209 -0.45
C 1.103 1.690 -4.569 -0.92
C -0.154 -0.315 -3.081 -0.68
C 0.527 1.327 1.329 -0.49
Cl 1.533 2.081 0.149 -0.23
C 0.526 1.774 2.625 -0.40
C -0.290 1.169 3.591 0.85
H 3.851 2.888 6.446 0.38
H 2.922 4.070 5.523 0.33
H 2.463 3.690 7.183 0.32
H 1.900 1.354 6.492 0.35
H 2.354 1.735 4.833 0.37
H 0.106 3.044 6.433 0.49
H 0.553 3.497 4.786 0.37
H -1.285 1.157 6.842 0.44
H -1.748 -1.175 1.618 0.53
H -2.072 -0.901 -0.704 0.46
H -0.785 -2.079 -0.341 0.47
H -1.633 -3.262 -2.389 0.46
H -2.892 -4.492 -3.932 0.36
H -2.128 -5.575 -5.122 0.23
H -1.308 -5.241 -3.577 0.36
H 0.861 -1.891 -8.109 0.28
H 0.560 -0.276 -7.417 0.22
H 1.784 -1.344 -6.686 0.32
H 0.281 2.252 -4.115 0.35
H 1.854 1.464 -3.806 0.36
H 1.557 2.291 -5.355 0.24
H 0.142 0.585 -2.573 0.60
H 1.163 2.602 2.889 0.50
```

Computed properties:
SMILES: CCCc1cc(=O)oc2cc(OCc3cc(OC)c(OC)c(OC)c3)c(Cl)cc12
E_HOMO in eV: -7.970
HOMO-LUMO gap in eV: 8.00
Total energy in eV: -47993.515